A 9-piece molecular cluster, C60H79F4N12O4P2S2 overall in a non-equilibrium geometry, computed with ωB97M-V/def2-TZVPD.

Results
LUMO energy = -3.464 eV
Strongest force on any atom = 4.97 eV Å⁻¹
E_tot = -140668.151 eV
E_HOMO = -0.338 hartree
2S+1 = 1
HOMO-LUMO gap = 5.74 eV
Charge = +1

CARTESIAN COORDINATES (ANGSTROEM)
H (-2.13225, -1.50918, 0.75092)
H (-9.59694, -0.02966, 2.28146)
C (-7.14941, -4.18367, 0.08263)
C (-10.42168, 7.88265, 1.88726)
H (-6.62147, -1.80657, -4.83079)
N (-1.09477, -6.89240, 0.28975)
C (-0.99002, 3.56997, 0.29148)
H (16.42352, 3.42732, 4.59435)
H (10.68480, 1.23330, -1.73386)
H (-1.12989, -5.66446, -6.29642)
H (-4.34393, -3.64795, -8.38985)
H (6.19879, 1.39027, 1.54814)
H (1.18143, 2.86810, -2.20326)
H (-5.43907, -5.14811, 0.87111)
C (10.31134, 3.09610, -0.65432)
H (-4.03874, -8.27521, 0.10011)
C (-6.33493, -1.50622, -3.79765)
H (-0.18206, 7.25722, 3.22839)
H (0.46163, 2.48306, 1.51736)
N (4.67882, -6.13926, -0.99363)
N (2.34937, 1.10576, -3.35285)
H (2.78155, 1.69830, 0.72350)
H (-7.44846, 3.80457, 2.20389)
P (1.21394, 1.44074, -2.33007)
C (-3.09143, -6.33504, -0.49362)
S (-2.64491, 0.83501, 1.26507)
H (4.76155, 0.01274, -1.74531)
H (-9.49514, -6.01481, 1.49314)
C (-0.58672, 4.97103, -0.32691)
C (14.39807, 1.83567, 2.72129)
H (5.12326, 1.87171, 0.19055)
H (2.71994, -2.45717, 0.07073)
C (-6.86009, -0.02104, -1.72819)
C (-10.51929, 6.76684, 2.75777)
H (-2.81184, -5.88834, -8.41110)
O (-1.51294, 3.84154, 1.60297)
H (6.18138, -7.58598, -0.54735)
C (-8.58809, -5.55013, 1.13954)
H (-9.29838, -3.88439, -0.17822)
C (-4.87770, -1.57066, -1.73230)
C (5.20533, -7.40263, -0.96696)
F (-1.57397, -2.87478, -1.20003)
C (-4.03874, 0.71033, 0.11199)
C (15.16078, 1.74816, 4.83398)
H (-2.45968, 6.99682, 6.73903)
H (4.41830, -9.31632, -1.66441)
H (-1.32629, -4.97177, -0.60612)
H (1.14920, 3.25999, 0.05853)
C (2.63762, 0.95222, -0.09934)
P (3.87737, -1.92458, -1.81724)
H (2.84740, -5.27716, -1.67893)
C (-0.27529, -0.69774, 1.80798)
H (4.70185, -3.02586, -1.37161)
C (-7.43606, 2.71152, 1.96232)
H (-0.37991, 4.79717, -1.42297)
H (5.41338, -1.16021, 0.43801)
O (0.14147, 1.34382, -0.25236)
C (12.38973, 3.34219, 0.13450)
C (-5.16558, -2.06106, -3.06974)
H (3.27641, -2.38068, -3.02114)
C (-3.56231, -3.90477, -7.69218)
C (4.87914, -0.29723, 0.93500)
H (-4.00797, -1.97481, -1.16284)
C (-8.66404, 1.97631, 2.32610)
H (4.98661, -0.49166, 2.04201)
H (-2.37295, -1.21986, 2.49296)
H (-1.47110, 5.65491, -0.18687)
C (-0.99223, -1.74372, -1.79716)
H (-11.23743, 8.42918, 1.44073)
C (-9.24188, 6.38884, 3.08137)
H (-8.87400, 5.59288, 3.70964)
C (-0.95871, 6.86811, 5.15858)
H (-3.89316, -5.77810, -0.95541)
C (-2.76138, -5.07605, -7.70332)
H (-6.64233, -3.43267, -0.50401)
N (11.13552, 3.89002, 0.09812)
C (-5.68406, -0.53384, -1.03074)
C (-9.08822, 8.14769, 1.71021)
H (-3.50698, -2.18957, -6.26222)
C (3.43405, -6.17648, -1.56824)
H (1.40770, -1.91873, 1.49046)
C (-8.65930, 0.52700, 2.01612)
H (-11.42411, 6.29405, 3.10639)
H (-5.41108, 2.69509, 1.04149)
H (-4.51592, -2.82479, -3.57508)
C (-2.14530, 7.23755, 5.73573)
H (-0.17287, -1.17779, 2.83163)
H (2.86922, -0.28404, 1.60263)
C (6.84638, 1.64859, -1.35169)
C (0.29135, 2.60138, 0.40251)
C (-1.92220, -7.95501, 0.53498)
C (3.17015, -7.47564, -1.91823)
N (-0.93591, 7.36960, 3.88302)
H (-0.12982, 6.29532, 5.54283)
C (12.36933, 2.19068, -0.60911)
H (-7.37379, 7.19749, 2.50506)
H (13.86200, 1.61775, 1.81118)
C (11.05045, 2.03455, -1.11026)
H (13.18534, 3.81910, 0.68402)
C (1.23646, -0.85609, -0.54669)
H (15.65442, 3.61361, 2.21786)
S (-3.94302, 1.66000, -1.25481)
H (-7.51682, 0.75244, -1.27344)
H (10.86192, 4.74268, 0.55406)
H (-8.04058, -0.10632, -3.62343)
C (-1.80152, -5.89804, -0.33303)
H (-3.84628, 8.42792, 4.89601)
N (-8.37614, 7.23724, 2.44411)
H (-0.04784, 1.01266, -2.85485)
C (0.58213, -1.73968, -1.66563)
F (0.93926, -3.09539, -1.52961)
H (0.32467, 5.35685, 0.21370)
C (-7.15010, -0.52227, -3.09153)
C (0.61372, -1.50844, 0.79891)
C (-1.89847, -4.99188, -6.64209)
C (-8.48507, -4.43703, 0.26626)
N (-6.44250, -5.09895, 0.81484)
C (-1.85859, -0.80488, 1.57577)
C (15.29936, 2.85432, 2.89654)
C (2.74439, -1.43827, -0.43012)
C (-2.87020, 7.98572, 4.77201)
O (6.78669, 0.71316, -0.31424)
C (-7.51623, -0.13028, 1.36521)
H (6.36033, 1.37914, -2.34207)
N (-2.15083, -3.81622, -5.98574)
O (7.37515, 2.72206, -1.28478)
N (4.97268, -0.83630, -2.27614)
C (-6.28616, 2.05742, 1.30229)
F (-1.60632, -0.55908, -1.44664)
F (1.00772, -1.49546, -2.98395)
H (-8.58551, 8.90360, 1.12847)
H (13.20812, 1.53228, -0.77496)
H (-1.26833, -1.88352, -2.88510)
H (0.00301, -2.43651, 0.57865)
C (-3.16795, -7.63978, 0.05774)
H (-6.94854, -6.73665, 2.08484)
H (15.39322, 1.53130, 5.86429)
H (-1.06276, 4.62424, 1.97381)
H (0.04679, 0.36241, 2.02585)
H (-1.66922, -3.49600, -5.16518)
H (5.13458, -5.31440, -0.64550)
H (-0.11941, -6.84914, 0.53034)
C (5.69994, 1.00563, 0.60920)
H (-1.55326, -8.84123, 1.02576)
H (3.02052, 0.48454, -2.88721)
N (15.75515, 2.79707, 4.18645)
H (3.37637, 1.35101, -0.86056)
H (2.26924, -7.82953, -2.39499)
H (-7.63365, -1.22305, 1.17068)
C (-3.16169, -3.14553, -6.62406)
H (-2.28001, 8.51592, 2.68413)
C (-2.10135, 8.04820, 3.63926)
H (13.69327, 0.27469, 4.16407)
C (-6.29561, 0.63080, 0.98923)
N (1.28747, 0.65535, -0.65842)
H (-9.53724, 2.47837, 2.81723)
C (-7.31237, -5.93858, 1.45762)
N (-5.24087, -0.10794, 0.31024)
C (4.29332, -8.25277, -1.53634)
H (-1.75953, 3.08888, -0.36843)
C (14.30993, 1.13385, 3.95103)
H (9.27554, 3.35529, -0.80058)
C (3.34795, -0.33179, 0.57713)

Cartesian forces, eV/Å:
0.4 0.7 0.6
1.3 0.3 -0.4
0.1 0.1 0.0
0.1 0.1 -0.1
0.4 0.2 1.1
-0.1 0.0 0.0
0.3 0.8 -0.2
-0.1 -0.1 0.0
0.0 0.0 0.0
-0.1 0.0 0.0
0.1 0.0 0.0
-0.7 -0.4 -0.9
-0.6 -0.6 1.0
-0.1 0.0 0.0
-0.1 0.2 0.0
0.1 0.0 0.0
0.6 0.9 2.8
0.0 0.1 0.1
-0.2 -0.3 -1.2
-0.1 0.0 0.0
-0.4 -0.2 2.3
-1.4 -0.2 -0.9
0.4 -1.1 -0.4
1.0 -0.1 -4.4
0.0 0.2 0.0
-0.5 0.0 -0.1
0.6 -0.1 -0.3
0.1 0.0 0.0
-0.2 -1.2 -0.1
0.1 0.1 -0.1
0.1 -0.8 0.4
-0.5 1.3 -0.3
1.5 -1.6 -1.1
0.0 -0.1 0.1
0.0 0.0 0.0
0.4 -0.5 -0.6
-0.1 0.0 0.0
0.0 -0.1 0.1
0.1 0.0 0.0
-1.2 0.7 -0.3
0.1 0.0 0.0
0.8 2.1 0.1
0.0 0.3 -1.4
0.0 0.0 0.1
0.0 0.0 -0.1
0.0 0.1 0.0
0.0 -0.1 0.0
-0.6 -1.3 -0.2
4.5 1.1 1.9
3.1 1.6 -1.8
0.0 -0.1 -0.1
-1.3 0.2 1.1
-1.3 0.0 0.2
-1.1 -1.9 0.0
-0.1 0.6 1.1
-0.5 1.0 0.4
-1.6 0.1 0.7
0.1 0.1 0.0
-1.5 1.8 0.5
-0.6 -0.5 0.9
0.0 0.1 0.1
0.7 -0.2 -0.1
-0.8 0.3 -0.6
2.9 -1.4 -1.5
-0.3 0.2 -1.2
0.9 0.4 -0.9
1.1 -0.6 -0.3
-1.6 -0.9 -2.2
0.1 0.0 0.0
0.0 -0.1 0.1
-0.1 0.1 0.0
0.1 -0.1 0.1
0.0 -0.1 0.0
0.1 -0.1 0.1
-0.1 0.0 0.0
0.1 -0.2 0.0
-1.0 -1.8 -2.9
0.0 0.1 0.0
0.0 0.0 -0.1
0.0 0.1 0.0
-0.4 0.7 -1.3
1.2 1.5 -0.4
0.1 0.0 0.0
-0.8 -0.7 0.3
-0.7 0.8 0.7
0.1 -0.1 0.0
0.3 0.3 -1.3
0.0 -1.1 -1.3
0.1 0.5 -1.0
0.6 2.7 2.1
0.0 0.0 0.0
-0.2 0.1 0.0
-0.1 -0.1 -0.1
0.0 0.1 0.0
0.1 0.0 0.1
-0.1 0.0 0.0
0.0 0.0 0.1
-0.2 0.0 0.0
0.0 -0.1 0.0
0.5 -4.4 0.6
0.0 -0.1 0.0
0.3 -0.5 1.5
0.6 -0.8 -0.4
0.0 -0.1 0.0
0.9 -0.4 0.6
0.1 0.0 0.1
0.1 0.0 0.0
0.0 0.0 -0.1
0.1 0.3 1.1
-1.2 -0.9 -2.0
-0.2 2.0 0.7
-0.9 -0.2 -0.7
1.2 -0.5 0.7
-0.9 0.1 1.9
0.0 -0.1 0.0
0.0 0.1 -0.1
0.0 0.0 0.0
-0.8 -0.8 0.3
0.0 0.1 0.0
0.1 -0.1 1.9
0.0 0.0 -0.2
-0.8 0.9 -0.6
-0.5 2.0 0.8
0.4 -0.5 1.2
0.0 0.0 -0.1
-0.6 -0.9 0.6
-1.9 0.1 0.9
-1.4 -0.7 0.5
1.1 -1.4 0.5
-0.3 0.6 1.9
-0.1 0.0 0.0
0.0 0.0 0.0
0.7 0.2 1.1
0.7 1.1 -0.3
0.0 -0.1 0.1
0.0 0.0 0.0
0.0 0.0 -0.1
-0.3 -0.4 -0.3
-0.3 -1.0 -0.6
0.0 -0.1 -0.1
0.0 -0.1 0.0
-0.1 -0.1 -0.1
0.8 0.4 0.5
0.0 0.0 0.0
0.6 -0.1 -1.1
0.0 -0.1 0.0
-1.5 -0.5 0.1
0.1 0.0 0.0
0.4 1.0 0.0
-0.1 0.1 0.1
0.0 0.0 0.1
-0.1 0.0 -0.1
0.0 0.0 0.0
-3.0 0.7 2.1
2.1 -0.3 -0.7
1.1 -0.6 -0.6
0.0 0.0 0.1
0.5 1.4 -1.3
0.1 0.0 0.1
0.5 0.3 1.0
0.0 0.0 0.1
0.3 0.0 0.0
-1.6 0.6 -0.5

Löwdin population analysis, charges in e, atoms 1 to 99:
1 H 0.061
2 H 0.103
3 C -0.145
4 C -0.110
5 H 0.100
6 N 0.005
7 C -0.392
8 H 0.144
9 H 0.088
10 H 0.106
11 H 0.094
12 H 0.145
13 H 0.056
14 H 0.122
15 C -0.140
16 H 0.097
17 C -0.064
18 H 0.133
19 H 0.139
20 N -0.009
21 N -0.219
22 H 0.150
23 H 0.083
24 P 0.881
25 C -0.118
26 S 0.904
27 H -0.076
28 H 0.092
29 C -0.043
30 C -0.113
31 H 0.115
32 H 0.122
33 C -0.015
34 C -0.111
35 H 0.095
36 O -0.080
37 H 0.111
38 C -0.110
39 H 0.091
40 C -0.063
41 C -0.130
42 F 0.021
43 C -0.965
44 C -0.144
45 H 0.095
46 H 0.098
47 H 0.073
48 H 0.118
49 C -0.111
50 P 0.804
51 H 0.078
52 C -0.197
53 H 0.018
54 C -0.062
55 H 0.086
56 H 0.121
57 O -0.189
58 C -0.148
59 C -0.069
60 H 0.031
61 C -0.106
62 C -0.104
63 H 0.086
64 C -0.064
65 H 0.129
66 H 0.088
67 H 0.104
68 C -0.213
69 H 0.092
70 C -0.156
71 H 0.099
72 C -0.147
73 H 0.086
74 C -0.104
75 H 0.087
76 N 0.008
77 C -0.290
78 C -0.143
79 H 0.099
80 C -0.163
81 H 0.127
82 C -0.062
83 H 0.091
84 H 0.081
85 H 0.093
86 C -0.105
87 H 0.129
88 H 0.146
89 C -0.298
90 C -0.157
91 C -0.130
92 C -0.108
93 N -0.013
94 H 0.103
95 C -0.119
96 H 0.140
97 H 0.069
98 C -0.108
99 H 0.100